Record 1
C36H40BF12O36Pd as an isolated structure at a distorted geometry, computed with the ωB97M-V functional and the def2-TZVPD basis.

Structure (XYZ):
```
126
Properties=species:S:1:pos:R:3:forces:R:3
Pd -1.739991 0.041761 1.232999 -1.48 0.02 1.65
B -0.020626 0.542595 -0.010306 0.16 0.54 -0.95
H -0.497307 -0.350761 -0.383048 -1.29 -3.87 -1.87
H 0.122336 0.464315 1.056312 1.75 0.02 3.78
H 0.905882 0.630324 -0.556325 3.36 0.24 -1.57
H -0.717513 1.325422 -0.266746 -1.93 3.50 -1.26
C 0.803697 -5.720136 -1.012946 -0.98 -0.24 -0.33
C 0.377516 -6.864842 -1.923841 0.80 1.05 -0.26
O 0.715612 -8.000417 -1.161826 -3.19 -0.50 -4.20
C 1.267800 -7.688510 -0.050499 3.61 -3.43 3.24
O 1.709165 -8.571929 0.672482 -1.14 2.45 -0.61
O 1.474284 -6.396510 0.036621 0.25 2.08 1.00
F 1.131223 -6.795758 -3.059792 0.51 -0.62 -0.33
H -0.106450 -5.231091 -0.665709 0.36 0.25 0.34
H 1.432326 -5.017055 -1.559388 0.17 -0.12 0.29
H -0.633083 -6.756719 -2.317662 -0.30 -0.86 0.68
C -3.039316 -4.954874 2.293063 0.62 -0.93 -0.69
C -2.012571 -5.498594 1.299168 -0.15 -0.51 2.00
O -1.031869 -4.502226 1.387997 1.75 -1.97 -1.57
C -1.583487 -3.380407 1.633011 -1.52 4.53 1.84
O -1.049561 -2.281169 1.629864 -0.77 -2.26 -0.64
O -2.889480 -3.562238 2.064207 0.43 0.40 -0.43
F -2.525243 -5.543928 0.048274 0.12 -0.14 -0.38
H -2.722564 -5.171545 3.313273 -0.12 -0.19 0.02
H -3.996081 -5.419496 2.054695 -0.29 0.79 0.13
H -1.550703 -6.436532 1.607478 -0.05 -0.07 -0.43
C -0.647971 5.166847 3.699735 -0.34 0.46 -1.87
C 0.003756 5.272018 2.314426 -1.55 1.54 0.43
O -0.621836 4.273156 1.549760 -1.17 -0.17 -1.14
C -1.092218 3.330699 2.351693 -0.32 -3.45 0.28
O -1.538005 2.195579 1.974192 1.63 5.56 2.42
O -0.873509 3.756637 3.654152 -1.43 -1.70 -0.10
F 1.225534 4.886356 2.455136 3.95 -1.00 0.38
H -1.582465 5.726411 3.740911 -0.20 -0.23 0.08
H 0.006059 5.534273 4.490508 0.10 -0.74 -0.03
H 0.057516 6.223256 1.784938 -0.88 0.00 -0.07
C 3.256666 1.649640 0.480738 0.58 1.26 -0.66
C 2.739348 2.749876 -0.474028 1.22 -2.36 -1.05
O 3.919400 3.400966 -0.888327 -1.53 0.63 -1.44
C 4.942958 3.062342 -0.134504 2.10 -0.18 1.23
O 6.047477 3.515718 -0.184085 -0.81 -0.11 -0.23
O 4.562063 2.120818 0.737303 1.05 0.02 1.16
F 1.950030 3.633963 0.090591 -1.22 1.10 1.07
H 3.463540 0.729585 -0.065887 -1.12 -0.41 0.36
H 2.705648 1.675980 1.420829 -0.15 -0.69 -0.27
H 2.251554 2.277325 -1.326581 -0.12 0.48 -0.16
C 3.981902 0.871650 -4.594065 0.23 2.36 2.41
C 3.482388 -0.355206 -5.184311 -0.29 -1.31 -2.15
O 3.351201 -1.237270 -4.131825 0.33 -1.16 -0.07
C 4.119506 -0.867231 -3.115836 0.11 2.13 3.15
O 4.216778 -1.440949 -2.053067 0.24 0.62 -2.03
O 4.542179 0.478981 -3.308254 0.06 -2.88 -0.48
F 4.392370 -0.865444 -6.122379 -0.72 0.21 0.71
H 3.148660 1.474784 -4.233457 -0.16 0.31 -0.86
H 4.694993 1.491389 -5.137698 -0.09 -0.44 -0.17
H 2.488367 -0.306500 -5.628874 0.32 0.17 -0.41
C -3.426755 -1.864346 5.991201 -0.63 0.82 0.14
C -4.357730 -0.676807 5.919563 0.59 0.45 0.49
O -4.513890 -0.431620 4.577157 -1.82 0.04 -1.38
C -3.512093 -0.938433 3.887806 1.56 -0.57 -1.16
O -3.278606 -0.653706 2.715807 -0.75 -0.80 2.83
O -2.819695 -1.811743 4.713443 0.26 0.51 -1.85
F -3.676129 0.456706 6.296090 -0.11 0.01 1.30
H -3.995947 -2.782488 6.136571 0.33 -0.14 -0.03
H -2.733447 -1.629134 6.798732 0.29 -0.55 -0.21
H -5.290765 -0.811137 6.466837 -0.03 0.49 -0.24
C 2.582110 0.242380 4.620194 -0.61 0.37 2.01
C 1.793260 1.552585 5.055482 1.98 -3.12 0.53
O 0.475350 1.160167 4.767976 -0.26 1.50 0.13
C 0.453162 0.217860 3.832758 0.11 -2.79 -0.23
O -0.544757 -0.217139 3.295124 1.62 1.06 0.89
O 1.689129 -0.387946 3.751988 -1.76 0.64 -1.89
F 2.200551 2.582898 4.340606 -0.18 1.50 -1.05
H 2.597291 -0.432096 5.476333 0.37 0.20 0.41
H 3.609372 0.325481 4.265347 -0.37 0.42 -0.49
H 1.978192 1.751654 6.111079 -0.71 0.16 -0.02
C -1.301287 1.060004 -3.806855 -0.42 -0.74 -0.18
C 0.164900 0.731820 -3.633205 -0.68 -0.23 0.05
O 0.783673 1.659621 -4.474123 3.32 -2.27 1.08
C -0.020613 2.552890 -4.909385 -0.65 2.87 -3.29
O 0.291798 3.370776 -5.753159 -0.88 -0.90 1.82
O -1.211867 2.354016 -4.368813 -2.18 1.00 0.18
F 0.487368 -0.512303 -4.124762 -0.11 0.47 0.79
H -1.917625 0.974078 -2.911947 0.41 0.79 0.24
H -1.812256 0.378831 -4.487311 0.31 0.02 -0.50
H 0.442058 0.939610 -2.599709 0.67 -0.87 0.02
C 2.935881 -3.301764 1.021675 -1.09 1.27 -1.32
C 4.105867 -3.964923 1.548138 0.53 -1.34 -2.75
O 3.597560 -5.031616 2.204858 0.98 -2.33 1.47
C 2.281094 -4.900319 2.394671 -1.10 -3.30 3.38
O 1.603979 -5.603764 3.135837 1.39 1.40 -1.71
O 1.865625 -3.908826 1.713477 -2.25 3.04 -1.33
F 4.822876 -3.195489 2.325473 1.51 1.19 1.61
H 2.862040 -3.541789 -0.038997 -0.38 0.36 -0.02
H 3.092456 -2.233828 1.173671 -0.94 0.12 0.03
H 4.624949 -4.279844 0.642881 1.24 -0.32 0.64
C -2.987265 -2.364045 -3.784297 0.50 0.86 1.16
C -2.158683 -3.342368 -2.975898 -1.67 -0.25 -1.91
O -2.467050 -3.060744 -1.650834 0.77 -0.67 1.10
C -2.789144 -1.767106 -1.508953 -2.70 1.75 1.46
O -3.028385 -1.192626 -0.403704 1.32 -2.72 -5.39
O -3.080219 -1.294022 -2.793936 0.16 0.57 1.62
F -0.883689 -3.057466 -3.232701 1.69 0.04 0.32
H -3.983549 -2.663525 -4.109606 0.09 -0.08 0.27
H -2.362346 -2.055265 -4.622284 -0.29 0.29 0.01
H -2.364542 -4.343304 -3.355173 0.02 -0.42 1.13
C 1.336961 5.710193 -2.071727 3.51 -0.09 0.21
C 1.402085 7.234762 -2.176588 2.28 -3.66 1.45
O 0.217464 7.517973 -1.645533 -3.66 1.16 1.11
C -0.678185 6.473014 -1.906190 -4.02 1.82 -0.45
O -1.915728 6.612694 -1.941241 4.50 -0.69 0.53
O 0.020482 5.390824 -2.179489 -2.52 -0.59 0.08
F 1.484915 7.575622 -3.421454 0.16 1.65 -3.13
H 1.735812 5.504960 -1.078298 -0.13 -0.55 -0.03
H 1.880681 5.153845 -2.835238 0.19 0.25 0.07
H 2.269067 7.565899 -1.604939 -0.30 0.73 0.06
C -3.726202 4.061494 -1.917863 -1.06 0.12 -0.39
C -4.954024 3.190842 -2.123283 0.31 2.10 0.08
O -4.981809 2.424868 -0.945219 -0.72 -0.63 -0.68
C -3.706800 2.204546 -0.561573 -0.23 0.04 0.54
O -3.451773 1.294106 0.211447 0.19 1.92 -1.49
O -2.936399 3.160859 -1.138395 1.13 -0.88 1.25
F -4.721002 2.450414 -3.213623 -0.10 -1.55 -0.80
H -4.007359 5.007944 -1.456035 0.40 -0.25 0.84
H -3.238172 4.368816 -2.842785 0.23 -0.62 0.08
H -5.870104 3.751148 -2.310197 -0.17 -0.30 0.57
```
Positions in Å, forces in eV/Å.

Results
Total charge: +1
HOMO (alpha / beta) in eV: -12.55 / -12.31
Molecular weight in g mol⁻¹: 1393.888
2S+1: 3
LUMO level (alpha / beta) in eV: -1.77 / -4.39
Maximum force in eV/Å: 6.28
Kohn-Sham gap (alpha / beta) in Ha: 0.396 / 0.291
Expectation value of S²: 2.003

***

Record 2
C36H40HgNP2Si as an isolated structure at a distorted geometry, computed with the ωB97M-V functional and the def2-TZVPD basis.

Structure (XYZ):
```
81
Properties=species:S:1:pos:R:3:forces:R:3
Hg -0.294368 -0.296988 -0.354914 0.36 1.34 -0.38
C 1.980618 -5.135483 2.389796 -1.87 -0.36 -0.34
C 2.250952 -5.503565 1.073622 1.98 0.17 0.56
C 1.266859 -5.710402 0.149159 -0.97 -0.23 -2.49
C -0.062080 -5.731311 0.561877 -0.63 0.23 0.36
C -0.365494 -5.370193 1.865302 -0.46 0.11 0.90
C 0.617739 -5.005601 2.768169 1.72 -0.14 0.14
H 2.759619 -5.032144 3.119175 0.25 0.20 0.10
H 3.304612 -5.654304 0.770282 -0.67 0.31 0.15
H 1.501997 -5.805416 -0.968836 -0.21 -0.25 1.89
H -0.941933 -6.007459 -0.023578 0.68 0.09 -0.45
H -1.390374 -5.397062 2.253631 0.26 0.06 -0.48
H 0.394307 -4.680127 3.787638 -0.13 -0.19 -0.37
C -3.604785 0.425404 0.103166 -0.75 0.88 0.55
P -2.645561 -0.482447 -1.103088 0.24 0.47 0.22
C -3.184711 -2.197421 -1.030648 -1.56 -1.12 -1.38
C -2.962921 0.159437 -2.740169 0.12 -0.10 0.24
C -4.215454 0.481864 -3.195078 -0.20 -0.05 -0.24
C -4.537912 0.548643 -4.576096 -0.91 0.04 0.48
C -3.481553 0.502418 -5.503279 1.81 -0.88 0.37
C -2.173566 0.247089 -5.044563 -1.59 0.48 -1.56
C -1.888255 0.025627 -3.668428 1.21 -0.49 0.48
P -0.366656 -0.705258 -3.099338 -0.34 1.72 0.59
C -0.425701 -2.429450 -3.604228 -0.26 -0.38 -0.47
C 0.987776 0.287550 -3.859484 0.35 -0.44 -0.77
H -4.646953 0.609776 -0.195076 0.21 -0.04 0.06
H -3.107515 1.406723 0.308321 -0.36 -0.80 -0.27
H -3.611843 -0.142581 1.037560 0.01 0.08 -0.04
H -4.054450 -2.300682 -1.758949 0.86 0.01 0.96
H -3.534183 -2.451647 -0.032599 0.00 0.04 0.12
H -2.453595 -2.969543 -1.338133 -0.11 0.71 0.23
H -4.951911 0.693214 -2.448450 -0.74 -0.20 0.23
H -5.588454 0.461682 -4.905602 0.67 0.49 0.28
H -3.687006 0.565929 -6.578695 0.20 0.08 0.45
H -1.390444 0.201481 -5.795205 0.10 -0.01 0.12
H 0.559900 -2.837421 -3.538763 0.66 -0.68 -0.04
H -0.863967 -2.587328 -4.588826 0.24 0.16 -0.23
H -1.096972 -2.954999 -2.913642 0.35 0.19 0.00
H 1.010565 0.237318 -4.956642 -0.03 -0.09 0.16
H 1.966487 -0.021175 -3.484493 -0.07 -0.14 -0.02
H 0.884122 1.347904 -3.605277 -0.36 -0.30 0.23
C -2.908267 4.843006 0.702846 -0.27 0.17 0.74
C -1.770319 4.182175 0.071878 1.20 -1.81 -1.50
N -0.963383 3.581242 -0.525830 -2.43 1.53 1.75
H -3.824352 4.724211 0.121094 0.23 -0.24 -0.18
H -2.705552 5.912735 0.725203 -0.01 0.04 0.28
H -3.125534 4.460840 1.731587 0.50 0.30 -0.82
C 4.141866 3.758396 -1.340985 -0.85 0.41 -0.91
C 2.775128 3.778969 -1.785241 2.16 -0.89 1.86
C 1.827875 3.112911 -1.051014 -0.28 -0.36 0.53
C 2.187034 2.455362 0.132704 -1.00 -0.24 0.32
C 3.464549 2.573723 0.605399 1.39 -0.26 0.69
C 4.478285 3.169310 -0.131771 0.61 0.57 -0.22
Si 1.157329 1.190468 1.105204 0.54 -0.81 -0.44
C 0.238593 1.921658 2.602116 0.71 -0.92 -0.76
C -0.446400 1.114047 3.486887 -1.16 0.83 1.74
C -1.197516 1.692709 4.568901 1.26 -0.22 -1.60
C -1.280627 3.092073 4.623420 -1.11 -0.23 1.61
C -0.568972 3.871312 3.714476 -0.84 0.73 0.80
C 0.247304 3.286348 2.796568 0.81 0.50 -1.23
C 2.486479 -0.022801 1.746346 -0.99 0.18 -0.32
C 3.174591 -0.954184 0.944887 0.26 0.10 0.32
C 3.874082 -1.988310 1.525266 0.25 -0.62 0.21
C 3.840229 -2.187914 2.915007 0.01 -0.37 -0.54
C 3.336634 -1.178621 3.690715 -1.10 0.08 0.84
C 2.598905 -0.121390 3.111609 1.38 -0.81 0.51
H 4.878761 4.247004 -1.999285 -0.24 -0.32 0.56
H 2.543075 4.268453 -2.670352 -0.46 0.85 -1.49
H 0.766537 3.112153 -1.250749 0.48 -0.01 -0.75
H 3.763238 2.154113 1.568779 -0.23 -0.09 -0.27
H 5.515218 3.166327 0.272366 -0.88 0.12 -0.50
H -0.365095 0.040456 3.438507 -0.14 -0.25 -0.20
H -1.624716 0.991091 5.280293 -0.21 0.49 0.06
H -1.890423 3.581500 5.462219 0.91 -0.71 -1.46
H -0.708487 4.949969 3.696927 0.29 -0.09 0.35
H 0.931303 3.886010 2.177012 -0.62 -0.08 0.12
H 3.175376 -0.898586 -0.131761 -0.15 0.24 -0.24
H 4.468666 -2.692190 0.938453 -0.50 0.12 -0.12
H 4.062048 -3.189150 3.315979 0.58 0.85 0.01
H 3.344207 -1.281274 4.778337 0.00 0.06 -0.25
H 2.145359 0.603765 3.760411 -0.16 0.17 0.19
```
Positions in Å, forces in eV/Å.

Results
HOMO (alpha / beta) in eV: -3.60 / -7.48
Molecular weight in g mol⁻¹: 777.347
2S+1: 2
LUMO level (alpha / beta) in eV: -0.08 / -0.08
Maximum force in eV/Å: 3.37
Kohn-Sham gap (alpha / beta) in Ha: 0.129 / 0.272
Expectation value of S²: 0.764

***

Result set for energy relative to the best compared isomer or geometry (same formula, charge and spin): 4.4, 0.0 kcal/mol, one per record in the order listed.